DFT (ωB97M-V/def2-TZVPD) results for a molecular structure, C16H41AsN6O9P3SeV.

2S+1 = 3
charge = +2
frontier orbital gap (spin up / spin down) = 8.6 / 9.1 eV
lowest unoccupied orbital energy (spin up / spin down) = -4.5 / -4.1 eV
ΔE to the lowest compared entry with this formula, charge and spin = 74.85 kJ/mol
HOMO energy (spin up / spin down) = -13.10 / -13.16 eV

```
78
C16H41AsN6O9P3SeV, DFT ωB97M-V/def2-TZVPD
H 4.12 2.08 2.54
H 4.32 1.34 -1.69
As 2.10 1.00 -2.79
H -5.57 -1.92 0.22
P -3.44 0.14 0.20
H 4.87 -2.71 -0.84
H 0.15 2.46 -0.22
O -4.65 0.55 -0.53
H 1.84 2.66 -4.62
O -2.16 -0.14 -0.59
H -4.71 -3.32 0.90
H 2.55 -1.45 -2.89
C 1.13 2.14 -3.98
H -1.25 0.86 -3.19
O -1.72 -3.23 0.43
H 4.12 -1.11 -0.94
H -5.21 -1.09 2.40
O -3.02 1.22 1.33
H -1.78 3.44 -1.19
C 3.54 1.39 1.92
H -1.55 -3.13 -4.51
P 1.79 1.53 2.28
C -4.59 -2.37 0.37
H 0.56 2.86 -3.38
C 2.74 -2.16 1.10
H -4.17 -2.56 -0.62
H -2.30 1.92 -1.47
H 3.70 1.63 0.87
O -4.25 -1.16 2.47
H 3.62 2.89 -2.21
C 2.43 -0.68 -3.65
C 1.38 3.27 2.13
H 1.90 0.10 4.19
H 5.71 -1.31 -0.14
H 2.14 1.81 4.64
C 4.70 -2.13 2.16
O -0.96 -1.08 1.51
H -3.81 1.67 1.67
H 3.81 -2.58 4.13
H 5.77 -2.04 2.27
H 1.94 3.85 2.86
N -0.49 -0.92 -2.31
C 4.74 -1.77 -0.32
N 4.06 -1.97 0.95
H 3.86 0.37 2.12
C 1.25 -2.74 3.01
H -1.26 2.15 0.62
H 0.51 1.20 4.26
H -0.20 -3.06 -2.14
H 0.55 -1.91 2.87
C -1.11 -0.21 -3.23
H 0.84 -3.62 2.52
O 0.96 0.65 1.38
P -2.05 -2.10 1.49
N -1.47 2.50 -1.38
Se 1.49 -2.29 -0.29
H 1.58 -0.94 -4.28
O 1.38 0.90 -1.27
C -3.71 -1.41 1.16
O -2.21 -2.87 2.86
V -0.12 -0.10 -0.30
C -1.27 -2.30 -3.89
N -0.75 2.00 -0.24
C -0.60 -2.24 -2.71
C 1.56 1.12 4.01
H 0.45 1.56 -4.59
H 0.31 3.41 2.32
H 4.39 1.82 -3.40
N 2.53 -2.40 2.41
H 3.32 -0.60 -4.26
H -2.11 -0.69 -5.00
H -2.96 -2.51 3.38
C 3.74 -2.39 3.08
H -2.20 -4.06 0.55
C 3.79 1.85 -2.49
N -1.58 -1.00 -4.20
H 1.63 3.64 1.13
H 1.40 -2.94 4.06
```

***

DFT (ωB97M-V/def2-TZVPD) results for 3 unconnected molecules or ions with the total composition C16H41BN2O3P at a distorted geometry.

charge = -1
frontier orbital gap = 7.2 eV
lowest unoccupied orbital energy = 2.7 eV
HOMO energy = -4.46 eV

```
64
C16H41BN2O3P, DFT ωB97M-V/def2-TZVPD
H 5.71 2.73 -1.71
N 0.94 -2.69 -1.57
B -2.55 -1.52 -1.77
H 4.28 0.82 -1.19
H 1.93 2.45 -2.29
H -2.67 -1.29 -2.96
H 2.35 1.23 0.49
H -0.46 -0.81 -2.20
H -3.57 2.54 6.03
C 4.64 2.90 -1.52
O -2.27 -4.32 -2.35
H -2.10 1.93 2.50
H 4.56 3.14 -0.46
C -0.99 -1.14 -1.32
C -2.90 -1.46 2.31
H 4.77 4.99 -1.99
H 4.08 1.30 -2.85
C 4.19 4.12 -2.33
H -1.03 -0.39 4.17
H -1.94 0.68 6.14
C 4.39 3.96 -3.83
H -3.26 0.27 5.07
N -3.29 -3.78 0.06
C 3.88 1.61 -1.83
C 0.95 -4.15 -1.65
H 3.79 3.13 -4.23
H -1.08 0.62 1.95
H -2.64 -1.80 3.32
P -3.18 -3.29 -1.41
C 1.96 1.99 -0.18
H -2.24 -3.98 -3.26
H -0.50 1.28 4.23
H 2.76 -1.80 -2.01
H -3.43 0.33 1.26
C -2.86 2.38 5.21
H 5.43 3.77 -4.07
H -2.02 3.06 5.35
H -3.79 -1.99 2.00
H 0.88 2.00 -0.08
H 2.34 2.96 0.15
H 1.96 -4.53 -1.67
H -4.26 -4.02 0.25
H 4.08 4.86 -4.36
H 3.14 4.35 -2.12
C -1.89 0.86 2.65
C 2.21 -2.12 -1.14
O -0.24 -2.57 0.39
C -1.38 0.64 4.07
H 2.06 -1.29 -0.46
H -1.00 -0.30 -0.64
H -3.32 -0.79 -1.17
C -2.40 0.93 5.18
O -4.69 -3.39 -2.12
H -3.37 2.66 4.28
H 0.37 -4.63 -0.87
C 2.37 1.69 -1.62
H 2.84 -2.84 -0.63
H -2.10 -1.75 1.64
H -3.97 0.32 2.92
H 0.50 -4.44 -2.59
H -4.66 -4.03 -2.84
C -3.13 0.05 2.27
H 1.93 0.74 -1.92
C -0.14 -2.18 -0.71
```

***

DFT (ωB97M-V/def2-TZVPD) results for a molecular structure, C16H41CaO10V at a distorted geometry.

charge = +2
frontier orbital gap = 3.6 eV
lowest unoccupied orbital energy = -10.1 eV
ΔE to the lowest compared entry with this formula, charge and spin = 249.77 kJ/mol
HOMO energy = -13.73 eV

```
69
C16H41CaO10V, DFT ωB97M-V/def2-TZVPD
H 17.59 6.24 -31.49
H 13.21 6.76 -28.92
H 18.65 8.29 -30.23
O 18.06 6.92 -33.34
H 14.46 12.31 -25.12
C 9.81 9.14 -26.90
H 15.19 11.07 -28.54
H 19.67 7.48 -31.33
V 17.77 7.88 -24.98
C 15.92 3.14 -30.58
C 16.27 7.83 -32.07
C 11.61 10.20 -28.45
H 16.07 9.90 -24.96
H 15.11 1.28 -28.43
O 12.16 8.79 -26.61
H 10.92 4.19 -29.17
H 16.93 2.51 -27.93
C 15.32 10.30 -27.77
H 14.14 12.73 -26.74
C 15.24 3.14 -29.24
H 12.01 9.30 -28.92
O 16.36 6.93 -26.77
H 11.36 10.63 -26.34
H 9.62 9.00 -25.84
H 18.97 6.65 -33.29
C 18.77 8.10 -31.30
H 16.48 4.07 -30.67
H 10.71 4.37 -30.89
H 15.62 3.33 -27.09
H 16.64 2.32 -30.59
O 15.21 9.87 -25.39
O 18.45 6.44 -24.90
C 10.83 4.93 -29.96
H 16.31 9.86 -27.88
Ca 13.74 8.08 -24.61
H 14.62 9.47 -27.82
H 15.62 7.19 -32.67
H 9.71 8.20 -27.45
C 14.16 11.86 -26.07
C 11.25 9.78 -27.02
H 14.51 3.94 -29.16
C 15.23 6.90 -27.28
H 18.81 9.02 -31.88
O 15.13 7.01 -28.56
H 11.56 7.66 -31.30
O 18.40 8.65 -26.17
C 12.16 6.75 -31.35
H 16.30 8.86 -32.43
H 12.02 6.24 -32.30
C 12.12 5.77 -30.14
H 12.01 8.07 -27.23
H 13.16 7.18 -31.46
O 14.65 1.82 -29.08
H 12.33 11.01 -28.39
O 14.27 6.78 -26.52
H 10.75 10.63 -28.97
H 9.90 5.49 -29.95
C 17.68 7.20 -32.00
H 15.24 2.87 -31.39
H 13.04 5.19 -30.19
H 9.02 9.79 -27.29
O 12.27 6.59 -29.01
C 16.17 3.29 -28.03
H 16.07 6.84 -28.50
H 16.25 11.42 -26.22
C 15.31 10.89 -26.41
H 13.22 11.33 -25.97
H 16.74 4.19 -28.26
H 15.87 7.77 -31.06
```

***

DFT (ωB97M-V/def2-TZVPD) results for 4 unconnected molecules or ions with the total composition C16H41IN4O5P.

charge = -1
frontier orbital gap = 6.2 eV
lowest unoccupied orbital energy = 2.7 eV
HOMO energy = -3.49 eV

```
68
C16H41IN4O5P, DFT ωB97M-V/def2-TZVPD
O -0.12 4.54 -0.52
H -3.27 1.62 0.12
H -0.70 1.65 -1.12
H -0.62 4.25 -1.29
C 6.11 -0.57 1.20
C -3.28 3.11 -5.92
H 0.70 0.67 -1.42
H -0.61 -0.26 -6.35
C -0.50 -0.01 0.24
C -3.46 -1.53 3.59
H -3.72 -2.59 3.55
H -4.37 -0.94 3.54
N 4.29 0.86 0.42
C -2.00 0.07 0.15
C -0.52 -2.16 4.74
O -3.47 2.38 -4.72
H -2.38 -3.20 5.17
C 3.76 -0.82 2.19
H 5.02 0.86 2.35
H -1.01 1.45 -6.39
P 1.35 3.65 -0.36
H 3.89 0.19 -0.24
H 2.95 -0.22 2.61
H -2.23 3.24 -6.17
H 0.09 -2.80 5.39
H -3.72 4.10 -5.76
O -2.81 -1.22 4.81
H -0.95 -3.65 3.21
H -1.11 1.73 -3.91
H 0.64 -2.87 3.07
H 4.37 -3.26 1.87
H -1.88 -2.02 6.39
H -1.61 0.50 -2.97
H -2.33 -0.78 -4.78
H 0.11 -0.49 5.74
H -4.12 0.71 -5.74
H 4.55 -2.76 0.18
C 3.83 -2.89 0.99
H 4.21 -1.41 3.01
H -0.18 0.07 1.28
C -0.41 -2.70 3.32
H 3.10 -3.64 0.68
H -4.02 0.61 -3.97
N 0.07 -0.82 4.78
C -2.13 0.29 -4.93
H -1.86 1.93 0.91
H 0.53 2.25 1.20
N -2.56 1.22 0.72
O -2.70 -0.77 -0.38
H 3.48 1.42 0.70
H 6.88 0.18 1.01
I 1.68 3.22 -2.83
O 3.13 -1.70 1.28
H -2.85 -1.28 2.72
C 0.13 1.12 -0.61
N -1.22 0.72 -3.88
H -0.54 -0.18 4.30
C -1.43 0.45 -6.28
C -3.51 0.98 -4.86
C -1.94 -2.20 5.31
H -3.79 2.63 -6.76
H -0.80 -2.00 2.59
H 6.45 -1.23 1.99
H -0.20 -1.00 -0.12
C 0.99 2.07 0.22
H 6.00 -1.15 0.29
C 4.80 0.12 1.57
H -2.12 0.27 -7.11
```